A molecular structure, C50H59GeIN2O2P2SeV in a non-equilibrium geometry. Source: the OMol25 dataset; level of theory: ωB97M-V/def2-TZVPD.

Last column: Mulliken spin population.
Geometry (Å):
V -0.817 -2.329 1.759  2.967
C -3.178 2.058 0.518  0.001
C -2.447 0.718 0.392  -0.032
C -2.460 0.331 -1.047  0.008
P -2.906 -0.655 1.623  0.069
C -4.079 -0.009 2.964  0.012
C -3.141 0.825 3.932  0.005
C -4.793 -1.152 3.706  0.003
C -3.925 -1.763 0.677  -0.063
C -5.055 -1.236 0.031  0.001
C -5.724 -1.907 -0.937  0.004
C -5.326 -3.203 -1.300  0.003
C -4.222 -3.736 -0.694  -0.007
C -3.539 -3.109 0.406  0.042
N -2.471 -3.685 1.045  -0.113
C -2.247 -5.084 1.098  0.083
C -3.351 -5.961 1.270  0.002
C -3.129 -7.309 1.381  0.001
C -1.840 -7.837 1.208  0.003
C -0.800 -6.965 0.942  0.003
C -0.947 -5.571 0.929  -0.057
P 0.305 -4.325 0.759  0.075
C 0.386 -4.001 -1.103  -0.002
C -0.988 -3.582 -1.696  0.017
C 1.050 -5.000 -2.086  -0.001
C 1.977 -5.130 1.194  0.019
C 3.165 -4.353 0.740  0.000
C 1.945 -5.386 2.716  0.023
H -2.610 2.861 0.091  0.000
H -3.493 2.289 1.558  0.000
H -4.187 1.974 0.067  0.000
H -1.422 0.879 0.734  0.023
H -3.518 0.378 -1.521  0.001
H -2.055 -0.630 -1.182  0.004
H -1.845 1.073 -1.544  0.000
H -4.784 0.728 2.558  0.001
H -2.299 0.154 4.249  0.004
H -3.740 1.159 4.763  0.000
H -2.651 1.544 3.341  0.000
H -4.134 -1.848 4.263  0.000
H -5.453 -1.779 3.069  0.000
H -5.365 -0.652 4.441  0.000
H -5.333 -0.190 0.165  -0.001
H -6.721 -1.519 -1.392  0.000
H -5.894 -3.849 -2.015  0.000
H -3.841 -4.718 -1.098  0.001
H -4.409 -5.507 1.284  0.000
H -4.039 -7.930 1.469  0.000
H -1.590 -8.846 1.382  0.000
H 0.211 -7.353 0.880  0.000
H 0.910 -3.018 -1.209  0.007
H -1.670 -4.424 -1.822  -0.001
H -0.692 -3.229 -2.715  0.000
H -1.438 -2.922 -0.996  0.006
H 0.544 -5.944 -1.882  0.000
H 2.169 -5.068 -2.090  0.000
H 0.775 -4.625 -3.074  0.000
H 1.954 -6.101 0.746  -0.001
H 3.160 -3.404 1.224  -0.002
H 3.158 -4.248 -0.343  0.000
H 4.121 -4.886 0.984  0.000
H 2.022 -4.405 3.232  0.002
H 2.732 -6.052 3.044  0.000
H 1.017 -5.804 3.013  0.001
I -1.506 -3.189 4.463  -0.021
O -0.080 -1.193 0.235  -0.103
C 0.812 -0.728 1.018  0.023
O 0.947 -1.121 2.192  -0.022
C 1.801 0.396 0.511  0.011
C 1.140 1.408 -0.416  -0.005
Ge 2.270 2.483 -1.552  0.002
C 3.220 1.124 -2.624  0.000
C 2.718 0.949 -3.944  0.000
C 3.256 -0.065 -4.783  0.000
C 4.321 -0.866 -4.349  0.000
C 4.855 -0.654 -3.071  0.000
C 4.230 0.282 -2.205  0.000
C 1.442 3.761 -2.743  0.000
C 0.215 3.407 -3.425  0.000
C -0.574 4.334 -4.061  0.000
C -0.165 5.608 -4.174  0.000
C 1.013 6.012 -3.566  0.000
C 1.814 5.096 -2.881  0.000
C 3.581 3.405 -0.412  0.000
C 2.950 4.122 0.605  0.000
C 3.686 4.879 1.550  0.000
C 5.060 4.816 1.430  0.000
C 5.710 3.975 0.502  0.000
C 4.958 3.354 -0.498  0.000
H 2.538 -0.145 -0.031  0.002
H 2.233 0.940 1.340  0.001
H 0.602 2.148 0.141  0.000
H 0.425 0.873 -1.120  0.001
H 1.977 1.643 -4.338  0.000
H 2.795 -0.283 -5.750  0.000
H 4.627 -1.668 -4.995  0.000
H 5.614 -1.347 -2.700  0.000
H 4.589 0.433 -1.191  0.000
H -0.247 2.404 -3.318  0.000
H -1.579 4.050 -4.330  0.000
H -0.785 6.378 -4.583  0.000
H 1.306 7.084 -3.634  0.000
H 2.723 5.511 -2.391  0.000
H 1.878 4.055 0.581  0.000
H 3.220 5.422 2.328  0.000
H 5.703 5.395 2.164  0.000
H 6.821 3.970 0.519  0.000
H 5.471 2.806 -1.332  0.000
Se -0.599 5.142 1.543  0.000
C 0.352 6.750 1.735  0.000
C 1.422 7.039 0.830  0.000
C 2.240 8.127 1.134  0.000
N 2.115 8.933 2.205  0.000
C 0.984 8.719 2.915  0.000
C 0.093 7.679 2.725  0.000
H 1.467 6.560 -0.115  0.000
H 3.140 8.220 0.548  0.000
H 0.896 9.359 3.805  0.000
H -0.732 7.474 3.403  0.000

Calculated values
Net charge: -2
LUMO energy (spin up / spin down) (eV): 3.795 / 3.794
⟨S²⟩: 3.761
Orbital gap (spin up / spin down) (eV): 5.9 / 5.9
E_HOMO (spin up / spin down) (eV): -2.10 / -2.10
Total energy (eV): -234114.9351
Spin multiplicity: 4